1.
CH4N2O2 in the gas phase at a distorted geometry. Source: OMol25; level of theory: ωB97M-V/def2-TZVPD.

Positions of all 9 atoms, in Å:
H (1.88997, -1.75039, -0.06265)
N (2.06572, -0.74906, 0.09901)
N (1.02394, -0.11743, 0.03023)
O (1.23297, 1.33269, -0.06141)
O (-0.21893, -0.64862, -0.18668)
C (-1.26489, 0.29461, 0.10035)
H (-2.07685, -0.07791, -0.42356)
H (-1.16318, 1.11701, -0.57181)
H (-1.48876, 0.59910, 1.07652)

Computed properties:
Gap between HOMO and LUMO: 10.10 eV
Strongest force on any atom: 7.45 eV/A
SMILES string: [H]/N=[N+](/[O-])OC
ΔE to the lowest compared entry with this formula, charge and spin: 529.0 kJ/mol

***

2.
2 unconnected molecules or ions with the total composition C9H14O at a distorted geometry. Source: OMol25; level of theory: ωB97M-V/def2-TZVPD.

Positions of all 24 atoms, in Å:
C (-2.42602, 0.50604, 0.20833)
C (-1.45137, -0.52804, -0.26107)
C (-0.57238, -1.17073, 0.61659)
C (0.39911, -2.01249, 0.12389)
C (0.49781, -2.31629, -1.23410)
O (1.48111, -3.14632, -1.68445)
C (-0.42695, -1.76259, -2.09255)
C (-1.35765, -0.84281, -1.60484)
H (-3.45310, 0.18257, 0.39201)
H (-2.52281, 1.33623, -0.49609)
H (-2.13005, 0.96245, 1.14085)
H (-0.72270, -1.02962, 1.67376)
H (1.06420, -2.52056, 0.80774)
H (2.12081, -3.26366, -0.97617)
H (-0.36968, -1.92097, -3.15331)
H (-2.02909, -0.38513, -2.32758)
C (1.99894, 1.66654, 1.23535)
C (0.97843, 2.83263, 0.98995)
H (1.42108, 0.75226, 1.38633)
H (2.63328, 1.55796, 0.35417)
H (2.58911, 1.82843, 2.14348)
H (0.76865, 3.35780, 1.92479)
H (0.10030, 2.37706, 0.54734)
H (1.40897, 3.53925, 0.28557)

Computed properties:
Gap between HOMO and LUMO: 9.32 eV
Strongest force on any atom: 1.41 eV/A
SMILES string: Cc1ccc(O)cc1.CC
ΔE to the lowest compared entry with this formula, charge and spin: 28.8 kJ/mol

***

3.
5 unconnected molecules or ions with the total composition C17H40BNO11S5. Source: OMol25; level of theory: ωB97M-V/def2-TZVPD.

Positions of all 75 atoms, in Å:
C (-1.78541, 0.41224, 5.67256)
C (-0.72273, 0.71840, 4.61835)
C (-0.69313, 2.21874, 4.24390)
C (-2.03550, 2.79818, 3.74344)
C (-2.31491, 2.58089, 2.27481)
O (-3.09776, 1.76681, 1.86475)
C (0.45100, 2.53649, 3.29147)
O (1.65100, 2.39313, 3.97675)
B (2.84363, 2.59975, 3.26465)
O (3.95786, 1.92678, 3.69752)
O (2.86193, 3.46581, 2.21945)
O (0.39483, 1.69712, 2.11148)
S (0.48149, 0.11403, 2.26973)
O (0.18495, -0.41198, 0.97321)
O (1.72655, -0.23489, 2.89588)
C (-0.85605, -0.21126, 3.39374)
C (-0.75426, -1.71776, 3.75064)
C (-2.10257, -2.38673, 3.66588)
N (-2.40433, -3.35393, 2.91199)
H (-1.67517, 1.10602, 6.51204)
H (-2.80350, 0.51250, 5.28898)
H (-1.66773, -0.59610, 6.07515)
H (0.25803, 0.50905, 5.06486)
H (-0.43848, 2.74785, 5.16829)
H (-2.87579, 2.37808, 4.29927)
H (-2.04137, 3.88009, 3.92238)
H (-1.76378, 3.22358, 1.56609)
H (0.36397, 3.54804, 2.88155)
H (3.70470, 1.04807, 4.00858)
H (3.59696, 3.22610, 1.60777)
H (-1.76772, 0.00757, 2.83006)
H (-0.33326, -1.80998, 4.75613)
H (-0.06708, -2.23788, 3.07623)
H (-2.88629, -1.96409, 4.30412)
H (-1.58611, -3.65187, 2.37224)
C (-1.53156, -4.50480, -1.45577)
S (-1.40680, -5.33816, 0.12443)
O (-0.04836, -5.05261, 0.66832)
C (-1.37316, -7.00722, -0.53915)
H (-1.51682, -3.43436, -1.25927)
H (-0.67849, -4.78033, -2.07657)
H (-2.46408, -4.76851, -1.95022)
H (-0.53664, -7.10429, -1.23130)
H (-2.31794, -7.21114, -1.04221)
H (-1.24476, -7.69095, 0.29720)
C (-0.37255, -3.93242, -5.66066)
S (-1.50115, -2.87664, -4.74391)
O (-2.62064, -3.74351, -4.29029)
C (-2.11205, -1.97059, -6.16885)
H (0.08754, -4.61612, -4.95021)
H (-0.93213, -4.49369, -6.40851)
H (0.39689, -3.31936, -6.12977)
H (-2.54785, -2.67243, -6.87926)
H (-1.29345, -1.41310, -6.62397)
H (-2.87336, -1.28007, -5.81296)
C (3.23396, 1.81362, -2.17940)
S (3.12972, 1.43574, -0.43442)
O (4.22722, 2.21754, 0.22734)
C (3.71383, -0.25189, -0.53510)
H (2.94400, 2.85200, -2.31414)
H (4.25744, 1.66038, -2.52238)
H (2.53805, 1.18288, -2.73047)
H (4.70308, -0.26341, -0.99247)
H (3.00093, -0.83624, -1.11555)
H (3.75864, -0.64441, 0.47860)
C (-0.69861, 4.68806, -5.08041)
S (1.02696, 4.21536, -5.23632)
O (1.20027, 2.97384, -4.43641)
C (1.68563, 5.56007, -4.24388)
H (-1.29079, 3.93633, -5.59752)
H (-0.97087, 4.71481, -4.02563)
H (-0.85103, 5.66146, -5.54644)
H (1.24206, 5.52528, -3.24892)
H (1.47049, 6.51063, -4.73164)
H (2.76240, 5.41940, -4.17584)

Computed properties:
Gap between HOMO and LUMO: 8.97 eV
Strongest force on any atom: 0.64 eV/A

***

4.
A molecular structure, C11H10O3 at a distorted geometry. Source: OMol25; level of theory: ωB97M-V/def2-TZVPD.

Positions of all 24 atoms, in Å:
C (1.71306, -0.62870, 0.34816)
C (0.99480, 0.64339, 0.30297)
C (2.95952, -0.38950, -0.16453)
C (1.84701, 1.51399, -0.30743)
C (0.07739, -1.81634, -0.75092)
C (-0.82814, -0.84735, -0.92199)
C (-1.67428, 1.99257, -0.30194)
C (-1.82388, 0.94314, 0.46715)
C (-0.39199, -1.05266, 1.43610)
C (0.76705, -1.69878, 0.64968)
C (-0.79102, -0.03100, 0.34516)
O (3.12346, 0.94192, -0.51636)
O (4.10849, -1.12288, -0.19843)
O (1.61749, 2.83442, -0.68158)
H (0.46660, -2.54760, -1.44540)
H (-1.29148, -0.40715, -1.83484)
H (-2.39856, 2.74480, -0.06432)
H (-0.77386, 2.29924, -0.72717)
H (-2.69867, 0.68784, 1.12641)
H (-1.23805, -1.83922, 1.76944)
H (-0.07797, -0.74970, 2.36621)
H (1.22997, -2.55811, 1.11001)
H (4.92231, -0.62826, 0.03074)
H (2.35619, 3.09026, -1.19284)

Computed properties:
Gap between HOMO and LUMO: 8.26 eV
Strongest force on any atom: 3.86 eV/A
ΔE to the lowest compared entry with this formula, charge and spin: 394.9 kJ/mol